(1)
56
Properties=species:S:1:pos:R:3:forces:R:3 method="wB97M-V/def2-TZVPD" de_lowest_kj_mol=545.9 spin_multiplicity=4 e_lumo_ev="-0.5 / -0.3" mol_weight_g_mol=445.31
P -3.1647 0.5054 0.1964 1.6 -0.4 -0.5
P 1.5767 0.2264 3.1933 -4.9 -0.2 -0.4
C 0.6130 0.2828 0.3105 -0.3 0.5 -0.7
C 1.1269 -0.5179 1.5214 0.4 -0.5 0.0
H -0.4977 0.1798 0.2002 0.8 0.3 0.6
H 0.8458 1.3631 0.4442 -0.2 -0.4 -0.4
H 0.3266 -1.2282 1.8017 0.5 0.1 0.2
H 2.0303 -1.0838 1.2131 -0.2 0.0 0.5
C 2.2560 1.8684 3.0489 0.6 0.4 0.3
H 2.3258 2.3215 4.0499 0.0 -0.2 -0.3
H 1.5760 2.4851 2.4407 0.1 -0.4 0.2
H 3.2495 1.8848 2.5776 -0.2 -0.1 0.1
C 2.4804 -0.9816 4.1428 0.9 -0.4 0.4
H 3.4838 -1.1967 3.7539 -0.1 0.2 0.0
H 1.9411 -1.9413 4.1560 -0.1 0.5 -0.2
H 2.5734 -0.6384 5.1835 -0.1 0.0 -0.3
C -3.1981 1.5298 -1.3458 -0.2 0.5 0.0
H -4.1050 2.1553 -1.4631 0.5 -0.3 -0.1
H -3.0657 0.8785 -2.2211 -0.2 0.2 0.2
H -2.2972 2.1633 -1.2873 -0.5 0.1 -0.2
C -3.6700 -1.1336 -0.4905 -0.3 -0.3 0.4
H -3.1028 -1.8821 0.0870 -0.4 0.1 -0.2
H -3.3467 -1.2046 -1.5408 -0.2 0.0 0.3
H -4.7546 -1.3360 -0.4050 0.5 0.0 -0.2
Co 1.0704 -0.2576 -1.7900 -3.3 1.8 8.2
C 2.5522 -1.2913 -2.0872 2.8 0.1 -0.9
C 2.8024 0.1276 -2.1717 3.1 -1.6 -1.0
C 2.8314 0.8600 -3.4947 -0.1 0.3 0.0
C 1.4878 0.6728 -4.2786 0.1 0.9 -0.5
C 0.3298 0.3623 -3.3521 -1.5 -1.0 -2.4
C -0.0480 -1.0049 -3.0525 -1.2 0.6 -2.4
C 0.7161 -2.1505 -3.6759 -0.1 -0.5 -0.1
C 2.2333 -2.1591 -3.2790 0.3 -1.0 -0.4
C -4.4564 1.1026 1.3260 -0.1 -0.1 0.2
H 2.9381 -1.8635 -1.2339 -0.4 0.6 0.1
H 3.3180 0.6199 -1.3329 -0.3 -0.3 -0.2
H 3.6761 0.5620 -4.1365 -0.1 0.0 0.3
H 2.9654 1.9263 -3.2421 -0.1 -0.3 -0.3
H 1.2644 1.6494 -4.7338 0.1 -0.3 -0.1
H 1.5674 -0.0412 -5.1238 0.1 0.2 0.6
H -0.4328 1.1555 -3.3230 0.2 -0.4 0.5
H -1.0907 -1.2243 -2.7448 0.7 0.3 0.0
H 0.5971 -2.1417 -4.7718 0.2 0.1 0.2
H 0.2734 -3.1045 -3.3466 0.1 0.4 0.0
H 2.4747 -3.1964 -3.0031 0.0 0.3 -0.1
H 2.8991 -1.9644 -4.1348 -0.3 0.3 0.1
H -5.2486 0.3408 1.4221 0.1 0.5 0.0
H -4.8284 2.0681 0.9452 -0.1 -0.4 0.4
H -3.9355 1.2305 2.2999 -0.6 0.0 -0.5
F -1.2347 1.0208 6.2158 -0.5 0.0 0.1
C -1.9663 0.6158 5.1481 2.6 -1.1 -2.6
F -2.8463 -0.3410 5.5310 0.0 0.8 0.2
F -2.6797 1.7015 4.7162 -0.7 0.1 0.7
C -1.0776 0.0973 3.9733 -3.4 1.1 4.5
O 0.2108 0.4823 4.0882 5.9 1.1 -1.1
O -1.5657 -0.5551 3.0755 -0.8 -2.1 -3.2


(2)
122
Properties=species:S:1:pos:R:3:forces:R:3 method="wB97M-V/def2-TZVPD" de_lowest_kj_mol=111.0 charge=-1 e_lumo_ev=1.5 mol_weight_g_mol=1211.81
Y 0.4014 -0.5906 -0.3145 -1.7 -1.0 0.0
O 5.7820 -2.5835 3.8743 -0.1 -0.8 0.5
C 5.8679 -1.5381 3.2295 -1.0 0.4 -0.4
O 6.8207 -0.8169 2.9518 0.6 0.6 -0.3
C 4.4726 -1.0621 2.6464 0.4 -0.3 0.2
C 3.3022 -1.5994 3.1718 -0.1 0.2 -0.1
C 2.0910 -1.2694 2.6000 -0.1 -0.3 0.2
N 1.9859 -0.4836 1.5237 0.5 0.1 0.0
C 3.1167 0.0518 1.0266 0.2 0.2 0.1
C 4.3661 -0.1862 1.5730 -0.2 0.0 -0.1
C 2.9271 0.9664 -0.1710 1.2 0.7 0.3
O 3.8096 1.7203 -0.5306 -0.1 -0.2 0.1
O 1.7460 0.9192 -0.6981 0.8 1.2 -0.5
H 3.3707 -2.2887 4.0017 0.0 0.0 0.0
H 1.1581 -1.6610 2.9931 0.1 0.0 -0.1
H 5.2431 0.2699 1.1414 0.1 0.0 0.0
O 0.1543 -2.4710 0.7586 -1.5 -1.2 0.9
N -0.9782 -3.0022 1.0241 0.6 0.0 0.1
N -1.9938 -2.2334 0.9215 1.5 0.7 -0.4
O -1.8916 -0.9664 0.5298 0.1 -0.9 0.2
C -3.2347 -2.7616 1.2929 -1.2 -0.6 0.5
C -3.2777 -3.9689 1.9929 0.1 0.2 -0.1
C -4.4968 -4.5138 2.3372 -0.1 0.1 0.0
C -5.6773 -3.8600 2.0086 0.0 0.0 0.0
C -5.6271 -2.6413 1.3497 -0.1 -0.2 0.1
C -4.4123 -2.0862 0.9893 0.5 0.1 -0.1
H -2.3491 -4.4524 2.2463 0.0 -0.1 0.1
H -4.5211 -5.4508 2.8727 0.0 -0.1 0.0
H -6.6264 -4.3102 2.2616 -0.1 0.1 0.1
H -6.5417 -2.1176 1.1116 -0.1 0.0 0.0
H -4.3604 -1.1443 0.4637 0.0 0.0 0.0
O 0.0356 3.0660 -0.4943 0.2 0.2 0.0
H 0.6991 2.3934 -0.7601 0.0 0.2 -0.1
H 0.0695 3.7513 -1.1680 0.0 0.1 0.0
C -0.3427 -2.3342 -5.2343 0.2 0.1 0.2
C 0.6877 -3.1733 -4.4808 0.2 0.1 0.1
C 1.6779 -3.7489 -5.4858 0.0 0.1 0.2
C -0.0223 -4.3249 -3.7742 0.1 0.2 0.1
Si 1.5014 -2.0275 -3.1489 0.7 -0.5 -1.4
O 0.3767 -1.6925 -2.0801 -0.1 0.0 0.0
C 2.1315 -0.4603 -4.0474 -0.3 -0.4 0.3
C 1.4437 0.7363 -3.8728 -0.2 0.0 0.1
C 1.8478 1.9002 -4.5025 0.0 0.2 -0.1
C 2.9583 1.8889 -5.3290 0.0 0.1 0.0
C 3.6622 0.7115 -5.5109 0.1 0.0 -0.1
C 3.2500 -0.4456 -4.8735 0.0 -0.1 0.0
C 3.0215 -2.7929 -2.2933 -0.6 0.2 -0.2
C 4.1387 -3.3240 -2.9286 0.1 -0.1 -0.1
C 5.2210 -3.7895 -2.2014 0.1 -0.1 -0.1
C 5.2107 -3.7380 -0.8180 0.0 0.0 0.1
C 4.1065 -3.2177 -0.1641 0.1 0.0 0.2
C 3.0343 -2.7532 -0.9037 -0.3 0.1 0.0
H -0.8941 -2.9397 -5.9555 -0.1 -0.1 -0.1
H 0.1482 -1.5236 -5.7692 0.0 0.1 -0.1
H -1.0485 -1.9003 -4.5312 -0.2 0.1 0.1
H 1.1522 -4.3382 -6.2399 -0.1 -0.1 -0.1
H 2.3923 -4.4015 -4.9907 0.2 -0.1 0.0
H 2.2191 -2.9552 -5.9954 0.1 0.1 -0.2
H -0.5685 -4.9453 -4.4868 -0.1 -0.1 -0.1
H -0.7220 -3.9336 -3.0407 -0.2 0.0 0.2
H 0.6982 -4.9520 -3.2541 0.1 -0.2 0.1
H 0.5776 0.7366 -3.2253 -0.1 0.1 0.0
H 1.3031 2.8245 -4.3557 -0.1 0.0 0.1
H 3.2783 2.7943 -5.8255 0.0 0.1 0.0
H 4.5353 0.6956 -6.1512 0.0 0.0 0.0
H 3.8130 -1.3559 -5.0195 0.1 -0.1 0.0
H 4.1720 -3.3813 -4.0081 0.0 0.0 -0.1
H 6.0817 -4.1939 -2.7185 0.0 0.0 0.0
H 6.0562 -4.0972 -0.2504 0.1 0.0 0.1
H 4.0855 -3.1716 0.9147 0.0 0.0 0.1
H 2.1561 -2.3614 -0.3920 0.4 -0.4 0.1
C -3.4339 0.1493 -2.1360 0.4 0.0 0.6
S -2.3454 1.0586 -0.9764 -2.1 1.2 -1.2
O -1.0011 0.6938 -1.4824 0.6 0.0 -0.7
C -2.6554 2.7076 -1.6751 0.0 -0.2 0.2
C -3.4198 3.6106 -0.9540 -0.1 -0.2 0.0
C -3.5683 4.9061 -1.4211 0.0 0.1 -0.1
C -2.9478 5.2963 -2.5964 -0.1 0.0 0.1
C -2.1956 4.3837 -3.3199 0.0 -0.1 0.0
C -2.0479 3.0862 -2.8594 0.1 -0.2 -0.1
H -3.0367 0.2797 -3.1354 0.1 0.2 -0.1
H -4.4602 0.4923 -2.0655 -0.1 0.1 0.1
H -3.3410 -0.8943 -1.8544 -0.1 -0.2 0.1
H -3.8938 3.3049 -0.0343 0.0 0.0 0.2
H -4.1619 5.6150 -0.8634 0.0 0.0 0.1
H -3.0503 6.3123 -2.9484 0.0 0.1 0.0
H -1.7187 4.6874 -4.2388 0.1 0.0 -0.1
H -1.4383 2.3716 -3.3956 0.1 0.0 -0.1
F -0.8663 -1.7846 7.2437 0.0 0.0 -0.1
C -0.7874 -1.0976 6.0806 0.0 0.1 -0.1
C -1.8020 -1.2345 5.1526 0.0 -0.1 0.2
C -1.7255 -0.5087 3.9762 0.1 0.1 -0.1
C -0.6629 0.3515 3.7298 0.1 0.1 -0.6
C 0.3554 0.4427 4.6706 -0.1 0.0 0.0
C 0.3015 -0.2753 5.8529 -0.1 -0.2 0.2
Sb -0.5204 1.4363 1.8374 -0.4 1.2 2.1
C 0.6297 3.0502 2.7339 -0.3 -0.6 -0.4
C 1.7382 3.5464 2.0638 0.0 -0.1 -0.1
C 2.4605 4.6147 2.5693 0.1 0.2 0.2
C 2.0541 5.1771 3.7632 -0.1 -0.1 -0.1
F 2.7272 6.2428 4.2568 -0.1 -0.1 0.0
C 0.9735 4.6840 4.4723 0.1 0.2 0.1
C 0.2702 3.6127 3.9508 0.0 -0.1 0.0
C -2.4815 2.3357 2.2580 0.6 -0.2 -0.4
C -2.6633 3.6403 2.6913 0.1 -0.1 -0.1
C -3.9216 4.1065 3.0374 -0.3 0.1 0.1
C -5.0022 3.2520 2.9366 0.1 0.0 -0.1
F -6.2323 3.6937 3.2948 0.1 0.0 0.0
C -4.8638 1.9614 2.4617 -0.2 0.1 0.1
C -3.5981 1.5211 2.1169 0.0 0.0 0.0
H -2.6338 -1.8950 5.3490 0.0 -0.1 0.1
H -2.5146 -0.6208 3.2472 -0.1 0.0 0.0
H 1.2074 1.0814 4.4803 0.1 0.0 0.1
H 1.0895 -0.2059 6.5864 0.1 0.0 0.1
H 2.0544 3.1017 1.1320 0.0 0.1 -0.1
H 3.3201 5.0029 2.0456 0.1 0.0 0.0
H 0.6939 5.1393 5.4100 0.0 0.0 0.1
H -0.5660 3.2062 4.5008 -0.1 0.0 0.1
H -1.8169 4.3050 2.7584 0.1 0.1 0.0
H -4.0703 5.1134 3.3950 0.0 0.1 0.0
H -5.7278 1.3213 2.3760 -0.1 -0.1 0.0
H -3.4753 0.5281 1.7118 0.0 -0.2 0.0


(3)
14
Properties=species:S:1:pos:R:3:forces:R:3 method="wB97M-V/def2-TZVPD" de_lowest_kj_mol=7.7 charge=-1 e_lumo_ev=3.7 mol_weight_g_mol=206.99
I -0.6026 -2.1345 2.0027 0.1 0.0 -0.1
O -3.3178 0.2458 1.9028 0.1 -0.3 -0.1
H -4.0823 -0.1988 1.5248 0.1 0.0 0.0
H -2.6011 -0.4282 1.8577 -0.3 0.4 0.1
C 0.4832 0.7656 -1.0410 -0.9 0.2 0.7
C 1.8884 0.2256 -1.0699 -0.1 -0.1 0.7
O 1.9500 -1.1601 -0.7946 0.1 -0.3 -0.3
O 0.0207 0.9410 0.3029 0.3 0.0 -0.4
H -0.2493 0.1153 -1.5331 0.4 -0.1 -0.4
H 0.4394 1.7435 -1.5300 0.1 0.0 0.1
H 2.4402 0.7500 -0.2808 0.1 0.3 -0.2
H 2.3563 0.4369 -2.0321 0.1 -0.3 -0.1
H 1.4827 -1.3587 0.0368 0.0 0.1 -0.1
H -0.2079 0.0569 0.6539 0.0 0.2 0.1